Run i
The following is a quantum chemistry calculation of a cluster of 2 separate species, C11H15N in total, from the Open Molecules 2025 dataset.

Its LUMO energy is 0.9540 eV. The value obtained for the HOMO energy is -7.73 eV. Its SMILES is Cc1c[nH]c2ccccc12.CC. The HOMO-LUMO gap is 8.685 eV.

Last column: Mulliken charge in e.
Positions of all 27 atoms, in Å:
C 1.29 -1.64 3.77  -1.11
C 1.04 -0.88 1.18  0.88
C 1.76 -1.12 2.46  0.41
C 2.06 -0.33 0.29  -0.31
C 3.09 -0.77 2.18  -0.55
C -0.62 -0.71 -0.51  -0.62
C 0.36 -0.12 -1.32  -0.20
C -0.24 -1.02 0.82  -0.25
C 1.64 0.12 -1.01  -0.77
N 3.27 -0.15 0.97  -0.17
H -1.62 -1.07 -0.90  0.41
H -0.03 0.33 -2.29  0.13
H -0.93 -1.43 1.55  0.34
H 2.23 0.78 -1.63  0.37
H 1.44 -0.69 4.46  0.24
H 1.94 -2.49 4.22  0.28
H 4.02 -1.07 2.68  0.35
H 4.12 -0.22 0.50  0.29
H 0.27 -2.09 3.66  0.29
C -2.55 1.60 -2.20  -0.58
C -3.79 1.96 -3.03  -0.97
H -1.99 0.72 -2.59  0.09
H -1.73 2.31 -2.35  0.31
H -2.78 1.41 -1.08  0.27
H -3.48 2.39 -4.02  0.28
H -4.60 1.23 -3.05  0.30
H -4.18 2.96 -2.76  0.30

***

Run ii
The following is a quantum chemistry calculation of a cluster of 2 separate species, C11H15N in total, from the Open Molecules 2025 dataset.

Its LUMO energy is 0.8856 eV. The value obtained for the HOMO energy is -7.90 eV. Its SMILES is Cc1c[nH]c2ccccc12.CC. The HOMO-LUMO gap is 8.785 eV.

Last column: Mulliken charge in e.
Positions of all 27 atoms, in Å:
C -0.11 -2.99 -0.37  -1.41
C -0.10 -0.77 1.03  1.06
C -0.56 -1.60 -0.04  1.01
C -0.91 0.40 1.03  0.14
C -1.62 -0.99 -0.62  -1.27
C 1.16 -0.84 1.63  -0.77
C -0.55 1.48 1.94  -1.00
C 1.45 0.18 2.54  -0.52
C 0.60 1.28 2.71  -0.39
N -1.85 0.26 0.02  0.08
H 1.84 -1.67 1.47  0.32
H 0.94 -3.11 -0.05  0.25
H -0.20 -3.34 -1.40  0.38
H -2.12 -1.17 -1.61  0.34
H -2.76 0.91 -0.03  0.32
H -1.20 2.27 2.19  0.45
H 2.44 0.25 3.08  0.27
H 0.87 2.12 3.38  0.34
H -0.77 -3.76 -0.06  0.33
C 0.45 0.66 -2.11  -0.14
C 0.33 2.15 -2.10  -1.27
H 1.52 0.28 -2.50  0.31
H 0.45 0.23 -1.17  -0.20
H -0.28 0.16 -2.66  0.27
H 0.60 2.59 -1.23  0.41
H -0.68 2.39 -2.40  0.28
H 1.05 2.64 -2.67  0.41

***

Run iii
The following is a quantum chemistry calculation of a cluster of 2 separate species, C11H15N in total, from the Open Molecules 2025 dataset.

Its LUMO energy is 0.9014 eV. The value obtained for the HOMO energy is -8.24 eV. Its SMILES is Cc1c[nH]c2ccccc12.CC. The HOMO-LUMO gap is 9.139 eV.

Last column: Mulliken charge in e.
Positions of all 27 atoms, in Å:
C -3.07 -0.98 1.18  -0.99
C -1.99 -0.03 0.67  -0.40
H -3.78 -1.30 0.39  0.28
H -2.66 -1.83 1.74  0.28
H -3.68 -0.45 1.91  0.29
H -1.69 0.00 -0.37  0.22
H -1.06 -0.13 1.24  0.03
H -2.31 0.99 0.97  0.33
C 0.81 2.87 -0.48  -1.46
C 1.01 0.31 -0.58  0.95
C 1.14 1.59 0.21  0.52
C 1.51 -0.68 0.24  -0.19
C 1.53 1.21 1.42  -0.54
C 0.52 0.04 -1.87  -0.34
C 0.55 -1.29 -2.26  -0.62
C 0.99 -2.32 -1.39  -0.46
C 1.54 -2.04 -0.17  -0.75
N 1.92 -0.16 1.48  -0.24
H 0.29 0.95 -2.41  0.27
H 0.12 -1.61 -3.21  0.36
H 0.76 -3.31 -1.76  0.36
H 0.20 2.78 -1.39  0.34
H 1.73 3.36 -0.82  0.31
H 1.64 1.82 2.31  0.39
H 1.63 -0.67 2.31  0.28
H 1.97 -2.75 0.52  0.42
H 0.34 3.62 0.14  0.35

***

Which structure is the least stable? The one labeled run ii.

***

Run i
The following is a quantum chemistry calculation of the ion C4H8NOS with charge +1, from the Open Molecules 2025 dataset.

Its LUMO energy is -4.2342 eV. The value obtained for the HOMO energy is -14.36 eV. Its SMILES is C=C[C@@]([NH3+])(S)C=O. The HOMO-LUMO gap is 10.127 eV. Its net charge is +1.

Last column: Mulliken charge in e.
Positions of all 15 atoms, in Å:
C -1.81 0.72 -0.19  -0.75
C -1.14 -0.10 0.64  -0.35
C 0.50 -0.28 -1.41  -0.04
C 0.34 -0.51 0.19  0.31
N 1.07 0.71 0.70  -0.35
O 1.14 0.64 -1.78  -0.43
S 1.17 -1.96 1.03  -0.15
H -2.89 0.84 0.03  0.31
H -1.26 1.33 -0.88  0.33
H -1.62 -0.86 1.27  0.37
H -0.34 -0.75 -1.93  0.48
H 1.64 0.96 -0.11  0.30
H 0.41 1.51 0.85  0.37
H 1.58 0.51 1.61  0.38
H 1.21 -2.78 -0.02  0.21

***

Run ii
The following is a quantum chemistry calculation of the ion C4H8NOS with charge +1, from the Open Molecules 2025 dataset.

Its LUMO energy (spin up / spin down) is -4.1820 / -4.1816 eV. The value obtained for the HOMO energy (spin up / spin down) is -12.61 / -12.61 eV. Its SMILES is C/C(O)=[NH+]/C=C\S. The HOMO-LUMO gap (spin up / spin down) is 8.425 / 8.426 eV. Its net charge is +1.

Last column: Mulliken charge in e.
Positions of all 15 atoms, in Å:
C 0.86 -1.41 0.24  -0.39
C 2.10 -0.90 0.11  -0.11
C -0.89 0.50 0.06  0.91
C -2.29 0.75 -0.28  -1.16
N -0.39 -0.74 -0.16  -0.16
O -0.06 1.41 0.57  -0.39
S 2.48 0.72 -0.29  -0.11
H 0.70 -2.52 0.37  0.30
H 3.02 -1.49 0.59  0.28
H -2.38 1.05 -1.28  0.38
H -2.78 1.43 0.41  0.37
H -2.67 -0.21 -0.54  0.32
H 3.75 0.56 -0.08  0.15
H -1.10 -1.45 -0.44  0.28
H -0.34 2.31 0.70  0.34

***

Run iii
The following is a quantum chemistry calculation of the ion C4H8NOS with charge +1, from the Open Molecules 2025 dataset.

Its LUMO energy is -3.5251 eV. The value obtained for the HOMO energy is -14.19 eV. Its SMILES is C[C@]1(S)[NH2+]C=CO1. The HOMO-LUMO gap is 10.661 eV. Its net charge is +1.

Last column: Mulliken charge in e.
Positions of all 15 atoms, in Å:
C 1.51 0.78 -0.54  -0.36
C 1.27 1.16 0.74  -0.23
C -0.64 -0.11 0.25  0.61
C -0.69 -1.57 0.48  -1.53
N 0.31 0.04 -1.01  -0.20
O 0.07 0.69 1.19  -0.33
S -2.35 0.57 -0.15  -0.16
H 2.41 0.95 -1.09  0.45
H 1.89 1.54 1.49  0.46
H 0.24 -1.91 0.95  0.34
H -0.95 -1.99 -0.43  0.46
H -1.37 -1.83 1.18  0.45
H -0.32 0.59 -1.78  0.42
H 0.79 -0.77 -1.46  0.39
H -2.18 1.86 0.18  0.21

***

Run iv
The following is a quantum chemistry calculation of a cluster of 2 separate species, C4H8NOS in total, from the Open Molecules 2025 dataset.

Its LUMO energy (spin up / spin down) is -5.5271 / -4.2361 eV. The value obtained for the HOMO energy (spin up / spin down) is -12.11 / -12.33 eV. The HOMO-LUMO gap (spin up / spin down) is 6.578 / 8.090 eV. Its net charge is +1.

Last column: Mulliken charge in e.
Positions of all 15 atoms, in Å:
C -2.17 -0.44 1.96  -0.36
C -1.25 0.30 1.29  0.90
C -0.18 -1.26 -1.70  -0.96
C 0.03 0.41 0.84  -0.84
N 0.32 1.84 0.47  -0.25
O -2.05 1.43 0.94  -0.49
S -3.44 0.67 1.59  0.14
H -2.15 -1.50 2.20  0.37
H 0.06 -1.78 -0.82  0.33
H -1.20 -1.14 -1.90  0.35
H 0.56 -0.83 -2.30  0.35
H 0.88 -0.13 1.36  0.31
H -0.65 2.20 0.51  0.42
H 0.78 2.05 -0.50  0.38
H 0.98 2.28 1.15  0.36

***

Which structure is the least stable? The one labeled run iv.

***

Run i
The following is a quantum chemistry calculation of a cluster of 2 separate species, C2H10NS in total, from the Open Molecules 2025 dataset.

Its LUMO energy is -4.2390 eV. The value obtained for the HOMO energy is -13.16 eV. The HOMO-LUMO gap is 8.922 eV. Its net charge is +1.

Last column: Mulliken charge in e.
Positions of all 14 atoms, in Å:
N 1.99 1.02 1.21  -0.38
H 1.43 0.69 0.37  0.11
H 1.52 0.92 2.15  0.43
H 2.88 0.52 1.29  0.39
H 2.42 1.91 0.95  0.41
C -1.68 -1.28 0.51  -1.19
C -0.61 -0.20 0.47  -0.45
S -0.07 0.16 -1.25  -0.26
H -1.10 -2.20 0.45  0.33
H -2.38 -1.34 -0.27  0.32
H -2.23 -1.37 1.43  0.33
H -0.89 0.71 0.84  0.50
H 0.35 -0.69 0.82  0.30
H -1.17 -0.21 -1.96  0.17

***

Run ii
The following is a quantum chemistry calculation of a cluster of 2 separate species, C2H10NS in total, from the Open Molecules 2025 dataset.

Its LUMO energy is -4.1709 eV. The value obtained for the HOMO energy is -13.27 eV. The HOMO-LUMO gap is 9.095 eV. Its net charge is +1.

Last column: Mulliken charge in e.
Positions of all 14 atoms, in Å:
N -1.46 -2.16 -0.80  -0.46
H -2.44 -1.77 -0.83  0.43
H -1.40 -2.74 -1.73  0.42
H -1.19 -2.69 0.13  0.43
H -0.81 -1.41 -0.76  0.11
C 2.00 0.22 0.81  -0.94
C 0.69 1.07 1.03  -0.44
S -0.49 0.72 -0.39  -0.33
H 1.84 -0.82 0.75  0.30
H 2.49 0.60 -0.02  0.32
H 2.73 0.27 1.65  0.32
H 0.77 2.16 1.04  0.38
H 0.08 0.59 1.85  0.27
H -0.10 1.77 -1.23  0.19

***

Run iii
The following is a quantum chemistry calculation of a cluster of 2 separate species, C2H10NS in total, from the Open Molecules 2025 dataset.

Its LUMO energy is -3.8671 eV. The value obtained for the HOMO energy is -13.72 eV. The HOMO-LUMO gap is 9.853 eV. Its net charge is +1.

Last column: Mulliken charge in e.
Positions of all 14 atoms, in Å:
N -0.63 -0.02 -2.71  -0.41
H -1.52 0.16 -3.17  0.38
H -0.03 0.81 -2.76  0.39
H -0.77 -0.26 -1.67  0.11
H -0.12 -0.79 -3.14  0.40
C 1.22 -0.09 2.14  -1.03
C 0.15 0.43 1.17  -0.26
S -0.71 -0.98 0.32  -0.39
H 1.67 -1.00 1.78  0.34
H 0.77 -0.31 3.10  0.29
H 2.02 0.66 2.25  0.32
H -0.62 1.00 1.69  0.36
H 0.55 1.05 0.37  0.29
H -1.98 -0.67 0.62  0.22

***

Which structure is the least stable? The one labeled run i.

***

Run i
The following is a quantum chemistry calculation of an isolated molecule of C4H7N3O2, from the Open Molecules 2025 dataset.

Its LUMO energy is 0.9323 eV. The value obtained for the HOMO energy is -9.03 eV. Its SMILES is N/N=C(/OC=O)[C@H]1CN1. The HOMO-LUMO gap is 9.967 eV.

Last column: Mulliken charge in e.
Positions of all 16 atoms, in Å:
C 0.12 -0.32 0.43  0.53
C -1.31 -2.05 1.00  0.17
C -0.57 0.81 -0.14  -0.26
C 0.13 1.20 -1.56  -0.39
H 2.82 0.17 1.74  0.29
H 1.88 1.61 0.91  0.25
H -1.82 -3.04 0.61  0.31
H -1.08 1.49 0.51  0.43
H 0.95 0.66 -1.97  0.30
H -0.15 2.28 -1.96  0.23
H -1.00 -0.47 -1.92  0.30
N 2.18 0.54 0.87  -0.62
N 1.25 -0.42 0.87  -0.14
N -1.19 0.51 -1.51  -0.58
O -0.26 -1.56 0.26  -0.32
O -1.95 -1.41 1.87  -0.49

***

Run ii
The following is a quantum chemistry calculation of a cluster of 2 separate species, C4H7N3O2 in total, from the Open Molecules 2025 dataset.

Its LUMO energy is -0.1870 eV. The value obtained for the HOMO energy is -9.02 eV. The HOMO-LUMO gap is 8.835 eV.

Last column: Mulliken charge in e.
Positions of all 16 atoms, in Å:
C -1.03 0.16 0.01  0.43
C 0.88 -0.83 0.52  -0.30
C 2.21 -0.71 -0.44  -0.89
C 1.25 0.35 -0.54  0.28
H -2.86 -1.34 0.18  0.42
H -2.32 1.55 -0.08  0.41
H 1.17 -0.55 1.53  0.29
H 2.43 -1.22 -1.31  0.31
H 3.06 -1.03 0.10  0.30
H 0.85 0.38 -1.50  0.36
H -0.16 1.10 1.64  0.40
N -2.26 0.50 -0.61  -0.22
N -0.60 -1.08 0.25  -0.58
N -0.39 1.43 0.29  -0.42
O -3.42 -0.30 -0.09  -0.44
O 1.20 1.59 0.06  -0.35

***

Which structure is the least stable? The one labeled run ii.

***

Run i
The following is a quantum chemistry calculation of an isolated molecule of C4H7N3O2, from the Open Molecules 2025 dataset.

Its LUMO energy is -0.0606 eV. The value obtained for the HOMO energy is -9.30 eV. Its SMILES is C[C@]1([N+](=O)[O-])C=NNC1. The HOMO-LUMO gap is 9.238 eV.

Last column: Mulliken charge in e.
Positions of all 16 atoms, in Å:
C -1.02 0.74 -1.16  -0.11
C 0.95 0.66 0.40  -0.75
C -0.08 -0.37 0.04  0.99
C 0.41 -1.70 -0.44  -1.55
N -0.48 1.84 -1.11  -0.43
N 0.72 1.82 -0.40  -0.12
N -1.04 -0.46 1.20  0.81
O -1.79 -1.42 1.23  -0.58
O -1.12 0.51 1.97  -0.59
H -1.58 0.38 -2.03  0.34
H 0.74 0.93 1.56  0.26
H 2.10 0.40 0.27  0.25
H -0.17 -1.99 -1.23  0.35
H 0.22 -2.42 0.31  0.42
H 1.42 -1.66 -0.70  0.42
H 0.74 2.74 0.09  0.29

***

Run ii
The following is a quantum chemistry calculation of an isolated molecule of C4H7N3O2, from the Open Molecules 2025 dataset.

Its LUMO energy (spin up / spin down) is 0.1606 / 0.1596 eV. The value obtained for the HOMO energy (spin up / spin down) is -7.48 / -7.48 eV. The HOMO-LUMO gap (spin up / spin down) is 7.644 / 7.643 eV.

Last column: Mulliken charge in e.
Positions of all 16 atoms, in Å:
C 1.12 0.59 1.02  -0.63
N -0.20 1.20 0.92  -0.70
C 0.14 -0.82 -0.76  0.74
C -1.13 -0.52 0.11  0.50
C 1.19 0.03 -0.35  0.28
N -2.41 -0.10 0.00  -0.47
O 0.10 -1.18 -2.09  -0.55
O 2.10 0.39 -1.24  -0.44
N -0.56 -1.65 0.27  -0.73
H -0.26 -2.08 -2.14  0.37
H 2.69 1.06 -0.85  0.35
H -0.35 1.81 1.72  0.14
H -2.50 0.90 0.04  0.27
H -3.11 -0.71 0.39  0.25
H 1.95 1.30 1.17  0.42
H 1.22 -0.21 1.78  0.20

***

Which structure is the least stable? The one labeled run i.